100
Properties=species:S:1:pos:R:3:mulliken_charge:R:1 method="wB97M-V/def2-TZVPD" charge=-1 spin_multiplicity=3 homo_energy_ev="-2.281 / -2.949" relative_energy_kcal_mol=479.9 total_energy_ev=-67958.0572 orbital_gap_ev="4.2 / 4.8" s2=2.03
Au 0.0805 -0.0060 -1.6398 2.117
N -1.1729 -1.2574 -0.6994 -0.496
N -0.2697 -2.4821 -3.1260 0.961
C 1.9827 0.7478 -2.0699 0.851
C 2.1306 -0.6028 -1.5680 0.193
C 1.5930 -0.6450 -0.2453 1.341
C 1.5940 -1.8244 0.6802 -0.739
H 1.6412 -2.7715 0.1219 0.372
H 0.6877 -1.8462 1.3066 -1.303
H 2.4702 -1.7693 1.3543 0.899
C 1.0854 0.6640 0.0892 0.635
C 0.5392 1.0847 1.4223 -0.589
H 1.3575 1.3996 2.0994 0.463
H -0.0032 0.2609 1.9139 -0.412
H -0.1563 1.9348 1.3230 0.437
C 1.3502 1.5250 -1.0359 0.166
C 1.1378 3.0123 -1.0827 -1.966
H 0.2916 3.3256 -0.4513 0.336
H 0.9403 3.3597 -2.1094 0.353
H 2.0448 3.5300 -0.7170 0.343
C 2.7876 -1.7442 -2.2882 -1.545
H 3.8632 -1.8027 -2.0348 0.376
H 2.7039 -1.6277 -3.3811 0.267
H 2.3133 -2.7014 -2.0146 0.238
C 2.5879 1.3131 -3.3190 -1.666
H 1.8992 1.9987 -3.8380 0.233
H 2.8664 0.5146 -4.0197 0.349
H 3.5103 1.8768 -3.0769 0.344
C -1.9336 -0.7612 0.3107 -0.699
H -2.0728 0.3240 0.2950 0.660
C -2.4811 -1.5301 1.3259 -0.389
H -3.0808 -1.0607 2.1097 -0.083
C -2.2142 -2.9283 1.3107 0.514
H -2.5943 -3.5743 2.1101 0.260
C -1.4962 -3.4689 0.2684 -1.864
H -1.3035 -4.5453 0.2126 0.301
C -1.0110 -2.6398 -0.8086 2.027
C -0.3901 -3.2061 -1.9189 -1.750
H -0.3031 -4.2877 -2.0234 0.383
C -0.1945 -1.1145 -3.2200 -2.705
C -0.3532 -3.0721 -4.3878 -0.963
H -0.4253 -4.1506 -4.5097 0.493
C -0.3693 -2.0588 -5.3033 -0.385
H -0.4487 -2.0680 -6.3880 0.541
N -0.2868 -0.8695 -4.5848 1.148
C -0.5024 0.4172 -5.1837 -0.035
C 0.4890 0.9903 -6.0054 0.988
C 0.2498 2.2755 -6.5260 -0.838
H 1.0208 2.7429 -7.1503 0.300
C -0.9430 2.9701 -6.2702 0.716
C -1.1548 4.3756 -6.7851 -1.459
H -1.0311 5.1132 -5.9696 0.284
H -2.1739 4.5065 -7.1888 0.362
H -0.4317 4.6289 -7.5782 0.350
C -1.9445 2.3216 -5.5240 -1.108
H -2.9042 2.8243 -5.3579 0.341
C -1.7597 1.0371 -4.9935 0.985
C -2.9006 0.3014 -4.3292 -1.109
H -3.3195 -0.4447 -5.0311 0.295
H -3.7038 0.9993 -4.0478 0.420
H -2.5792 -0.2446 -3.4281 0.024
C 1.7389 0.2352 -6.3956 -1.765
H 1.5957 -0.2569 -7.3766 0.364
H 1.9877 -0.5533 -5.6694 0.219
H 2.6008 0.9156 -6.4943 0.445
O -0.1727 -0.7172 0.7259 0.224
P -0.5262 -1.3168 2.9911 -0.229
C -2.3040 -0.5404 4.2061 1.150
C -2.4391 -0.6314 5.6730 -0.482
C -3.4445 0.0411 6.4592 -0.856
C -4.4240 0.8315 5.8849 -0.375
C -4.5108 0.8121 4.5604 -1.119
C -3.6232 0.0982 3.8169 -0.443
C 1.4264 -1.3967 3.6739 1.167
C 1.8383 -2.2181 4.7678 -0.617
C 3.1513 -2.1586 5.3209 -0.858
C 4.1380 -1.3383 4.7772 -0.584
C 3.8258 -0.5683 3.6954 -1.381
C 2.5337 -0.5826 3.1959 -0.370
C -0.0839 0.2415 4.3169 0.733
C 0.2166 -0.0793 5.7030 -0.256
C 0.4659 0.8414 6.7209 -0.970
C 0.4931 2.1862 6.4437 -0.591
C 0.2146 2.6035 5.1567 -0.867
C -0.1110 1.6780 4.1421 -0.498
H -1.7975 -1.2023 6.3033 0.370
H -3.4978 -0.0447 7.5310 0.337
H -5.2191 1.3394 6.4162 0.335
H -5.3688 1.2570 4.0432 0.297
H -4.2247 -0.0825 2.9747 0.303
H 1.1292 -2.8663 5.2504 0.533
H 3.4209 -2.7454 6.1842 0.383
H 5.1494 -1.2952 5.1700 0.335
H 4.5872 0.0546 3.2207 0.342
H 2.5427 0.0133 2.3504 0.854
H 0.2045 -1.0893 6.0507 0.781
H 0.6309 0.4981 7.7362 0.392
H 0.7025 2.9023 7.2315 0.323
H 0.2253 3.6681 4.9509 0.393
H -0.3856 2.1944 3.2715 0.415